# 1
Here is 12 unconnected molecules or ions with the total composition C48H123N11O4 from OMol25. Energies are from ωB97M-V/def2-TZVPD.

Output
**Max |F|**: 3.1 eV Å⁻¹
**LUMO level**: -5.563 eV
**Total charge**: +2
**ΔE to the lowest compared entry with this formula, charge and spin**: 1.2354 eV

CARTESIAN COORDINATES (ANGSTROEM)
N: 2.20 -1.95 -4.16
H: 1.95 -2.94 -4.17
H: 1.46 -1.57 -3.50
H: 1.97 -1.61 -5.16
H: 3.12 -1.68 -3.82
N: -0.75 -5.44 -1.91
H: 0.01 -5.24 -2.57
H: -1.17 -4.50 -1.74
H: -0.40 -5.87 -1.06
H: -1.44 -6.01 -2.42
N: 2.35 1.79 -2.40
H: 3.08 2.24 -1.78
H: 1.87 1.01 -1.89
H: 2.88 1.43 -3.19
H: 1.72 2.62 -2.79
N: -3.05 -4.77 2.42
H: -2.57 -3.92 2.06
H: -2.75 -5.57 1.88
H: -4.12 -4.69 2.29
H: -2.83 -4.86 3.41
C: -0.12 -0.81 1.01
C: 0.35 -0.26 -0.20
C: -0.06 -0.98 -1.52
O: 0.39 -0.57 -2.61
C: -0.99 -2.07 -1.41
C: -1.47 -2.53 -0.21
C: -0.98 -1.90 1.07
O: -1.24 -2.43 2.18
O: -2.41 -3.39 -0.25
O: 0.95 0.82 -0.29
H: 0.38 -0.39 1.87
H: -1.38 -2.48 -2.34
C: -1.18 2.84 -2.99
C: -0.37 3.62 -4.07
N: 0.98 3.92 -3.58
C: 1.93 4.29 -4.66
C: 1.87 3.43 -5.94
C: 0.99 5.02 -2.58
C: 0.28 6.31 -2.97
H: -1.17 3.24 -1.99
H: -0.84 1.81 -3.03
H: -2.20 2.78 -3.38
H: -0.33 2.85 -4.84
H: -0.93 4.47 -4.46
H: 2.04 5.34 -4.92
H: 2.89 4.01 -4.20
H: 2.71 3.80 -6.54
H: 2.06 2.40 -5.64
H: 0.97 3.57 -6.52
H: 1.97 5.09 -2.10
H: 0.38 4.54 -1.81
H: 0.61 7.20 -2.44
H: -0.76 6.23 -2.61
H: 0.23 6.49 -4.04
C: -0.15 -0.90 7.22
C: -0.82 0.26 6.46
N: 0.21 1.12 5.89
C: -0.42 2.42 5.52
C: -0.81 3.21 6.76
C: 0.65 0.48 4.65
C: 1.73 1.20 3.81
H: -0.82 -1.60 7.73
H: 0.52 -0.47 7.96
H: 0.41 -1.55 6.53
H: -1.52 -0.15 5.71
H: -1.49 0.66 7.23
H: 0.25 2.98 4.86
H: -1.28 2.22 4.86
H: -1.44 4.07 6.54
H: -1.23 2.63 7.56
H: 0.11 3.69 7.12
H: -0.21 0.22 4.02
H: 1.11 -0.46 4.95
H: 2.65 0.61 3.78
H: 2.10 2.11 4.29
H: 1.34 1.37 2.81
C: -0.88 3.33 2.13
C: -2.01 2.29 2.02
N: -3.20 2.64 2.71
C: -3.84 3.91 2.35
C: -4.66 3.87 1.04
C: -4.18 1.55 2.80
C: -3.70 0.47 3.74
H: 0.13 2.95 2.09
H: -0.94 3.72 3.16
H: -1.04 4.15 1.43
H: -2.12 2.14 0.92
H: -1.60 1.34 2.37
H: -4.46 4.19 3.20
H: -3.06 4.64 2.14
H: -4.12 3.33 0.27
H: -5.58 3.32 1.23
H: -4.78 4.90 0.70
H: -4.37 1.21 1.77
H: -5.09 1.99 3.22
H: -2.80 -0.03 3.35
H: -4.41 -0.35 3.91
H: -3.45 0.89 4.72
C: 2.45 -3.06 0.34
C: 2.50 -2.79 1.86
N: 3.71 -3.20 2.54
C: 3.62 -2.92 3.98
C: 2.68 -3.92 4.65
C: 4.96 -2.69 1.99
C: 5.37 -3.32 0.66
H: 2.94 -2.24 -0.18
H: 1.40 -3.09 0.01
H: 2.83 -4.01 -0.07
H: 2.34 -1.70 1.90
H: 1.63 -3.29 2.27
H: 3.19 -1.92 4.17
H: 4.62 -2.94 4.40
H: 3.23 -4.85 4.76
H: 1.80 -4.21 4.09
H: 2.34 -3.61 5.64
H: 4.90 -1.59 1.93
H: 5.77 -2.93 2.66
H: 6.43 -3.56 0.64
H: 4.99 -4.34 0.55
H: 5.14 -2.77 -0.25
C: 5.79 4.05 -2.50
C: 5.75 3.10 -1.31
N: 4.45 3.02 -0.66
C: 4.39 1.80 0.16
C: 5.42 1.65 1.29
C: 4.09 4.23 0.11
C: 2.68 4.17 0.63
H: 5.10 3.74 -3.29
H: 6.82 4.17 -2.82
H: 5.48 5.09 -2.33
H: 6.05 2.11 -1.67
H: 6.53 3.46 -0.62
H: 3.40 1.77 0.61
H: 4.49 0.93 -0.50
H: 6.39 1.25 0.97
H: 5.72 2.58 1.77
H: 4.94 0.99 2.00
H: 4.36 5.09 -0.50
H: 4.84 4.31 0.92
H: 2.22 5.14 0.82
H: 2.66 3.65 1.59
H: 1.97 3.62 0.02
C: -5.15 -1.99 1.24
C: -5.86 -3.31 1.04
N: -5.82 -4.17 2.25
C: -6.26 -3.49 3.47
C: -7.71 -3.04 3.52
C: -6.54 -5.42 2.03
C: -6.15 -6.52 3.03
H: -4.10 -2.04 1.53
H: -5.65 -1.38 2.00
H: -5.24 -1.44 0.30
H: -6.92 -3.13 0.82
H: -5.38 -3.87 0.23
H: -6.17 -4.26 4.25
H: -5.60 -2.73 3.89
H: -8.50 -3.79 3.38
H: -7.98 -2.57 4.46
H: -7.91 -2.35 2.69
H: -6.30 -5.77 1.02
H: -7.63 -5.42 1.99
H: -6.50 -6.27 4.03
H: -5.07 -6.64 3.12
H: -6.50 -7.51 2.74
C: -0.50 0.94 -7.04
C: 0.13 -0.01 -6.01
N: 1.03 -1.03 -6.56
C: 2.15 -0.40 -7.26
C: 3.31 -1.36 -7.53
C: 0.37 -1.98 -7.47
C: -0.90 -2.57 -6.87
H: -1.10 0.49 -7.83
H: 0.28 1.57 -7.47
H: -1.17 1.65 -6.56
H: 0.78 0.65 -5.43
H: -0.61 -0.39 -5.30
H: 1.91 0.08 -8.22
H: 2.53 0.45 -6.68
H: 3.67 -1.83 -6.61
H: 3.12 -2.05 -8.34
H: 4.18 -0.75 -7.79
H: 1.02 -2.80 -7.79
H: 0.16 -1.43 -8.40
H: -1.09 -3.52 -7.38
H: -1.83 -2.02 -6.95
H: -0.67 -2.89 -5.84

Atom charges from the Mulliken analysis, given in e for atoms 1 to 5: number 1, N, carries -0.14; number 2, H, carries 0.47; number 3, H, carries 0.07; number 4, H, carries 0.23; number 5, H, carries 0.43

***

# 2
Here is 11 unconnected molecules or ions with the total composition C48H123N5O16 from OMol25. Energies are from ωB97M-V/def2-TZVPD.

Output
**Max |F|**: 1.7 eV Å⁻¹
**LUMO level**: 0.494 eV
**ΔE to the lowest compared entry with this formula, charge and spin**: 4.0144 eV
**Structure (SMILES)**: COCCNCCOC.COCCNCCOC.COCCNCCOC.COCCNCCOC.COCCNCCOC.CC(C)O.CC(C)O.CC(C)O.CC(C)O.CC(C)O.CC(C)O

CARTESIAN COORDINATES (ANGSTROEM)
C: 5.32 0.46 1.39
O: 4.46 -0.65 1.24
C: 5.14 -1.90 1.10
C: 5.66 -2.24 -0.27
N: 6.98 -1.68 -0.57
C: 7.25 -1.51 -1.99
C: 8.67 -1.08 -2.22
O: 8.79 0.30 -2.11
C: 10.15 0.70 -2.19
H: 6.13 0.50 0.66
H: 5.68 0.45 2.43
H: 4.75 1.37 1.24
H: 4.37 -2.65 1.34
H: 5.95 -1.92 1.83
H: 4.97 -2.05 -1.10
H: 5.81 -3.33 -0.20
H: 7.10 -0.77 -0.14
H: 6.55 -0.77 -2.42
H: 7.09 -2.43 -2.56
H: 9.03 -1.43 -3.20
H: 9.29 -1.61 -1.49
H: 10.73 0.33 -1.34
H: 10.15 1.79 -2.21
H: 10.55 0.36 -3.15
C: -7.06 5.11 6.34
O: -7.48 4.87 5.03
C: -7.76 6.05 4.32
C: -7.61 5.71 2.85
N: -6.34 5.09 2.49
C: -5.21 5.96 2.68
C: -3.90 5.25 2.44
O: -3.67 4.36 3.49
C: -2.33 3.99 3.62
H: -7.89 5.38 7.02
H: -6.28 5.88 6.38
H: -6.68 4.18 6.79
H: -7.10 6.86 4.62
H: -8.80 6.34 4.51
H: -7.78 6.56 2.18
H: -8.40 5.00 2.60
H: -6.20 4.31 3.13
H: -5.17 6.46 3.65
H: -5.28 6.77 1.94
H: -3.11 6.02 2.42
H: -3.88 4.80 1.44
H: -2.21 3.34 4.49
H: -1.66 4.84 3.76
H: -2.03 3.32 2.81
C: 0.15 4.66 -7.18
O: -0.34 4.12 -5.99
C: -0.65 5.11 -5.02
C: -0.97 4.38 -3.76
N: -2.36 3.97 -3.72
C: -2.68 2.78 -2.99
C: -2.40 2.94 -1.53
O: -1.04 3.30 -1.34
C: -0.75 3.97 -0.15
H: -0.59 5.31 -7.67
H: 0.38 3.84 -7.85
H: 1.06 5.24 -6.98
H: -1.50 5.69 -5.39
H: 0.25 5.73 -4.89
H: -0.77 5.02 -2.90
H: -0.28 3.54 -3.74
H: -2.96 4.27 -4.46
H: -2.16 1.89 -3.38
H: -3.75 2.58 -3.05
H: -2.57 1.97 -1.04
H: -3.07 3.68 -1.07
H: 0.33 4.09 -0.09
H: -1.08 3.43 0.74
H: -1.09 5.02 -0.07
C: 2.96 1.79 4.29
O: 4.04 2.40 3.63
C: 3.72 3.75 3.34
C: 4.76 4.50 2.54
N: 4.94 4.01 1.18
C: 5.58 5.06 0.37
C: 5.76 4.75 -1.11
O: 7.03 4.21 -1.47
C: 7.36 3.01 -0.83
H: 3.21 0.75 4.46
H: 2.08 1.72 3.63
H: 2.75 2.34 5.21
H: 3.61 4.24 4.33
H: 2.74 3.81 2.85
H: 5.70 4.45 3.13
H: 4.46 5.54 2.55
H: 5.52 3.18 1.22
H: 6.47 5.53 0.81
H: 4.82 5.85 0.36
H: 5.74 5.68 -1.68
H: 4.97 4.07 -1.44
H: 7.42 3.12 0.26
H: 8.36 2.72 -1.16
H: 6.70 2.17 -1.12
C: -8.39 -2.88 -6.63
O: -7.22 -3.00 -5.90
C: -7.32 -3.89 -4.80
C: -6.24 -3.53 -3.80
N: -6.61 -2.36 -2.97
C: -5.81 -2.32 -1.75
C: -6.12 -1.12 -0.87
O: -5.30 -1.20 0.28
C: -4.06 -0.52 0.16
H: -8.29 -2.01 -7.29
H: -9.27 -2.67 -6.00
H: -8.61 -3.74 -7.27
H: -7.10 -4.89 -5.19
H: -8.30 -3.75 -4.31
H: -5.34 -3.29 -4.38
H: -6.05 -4.39 -3.14
H: -7.56 -2.60 -2.66
H: -4.74 -2.21 -1.99
H: -5.91 -3.19 -1.10
H: -7.13 -1.19 -0.46
H: -6.04 -0.14 -1.36
H: -3.48 -0.92 -0.68
H: -3.55 -0.71 1.10
H: -4.16 0.56 0.04
C: 0.72 -1.72 0.53
C: 0.86 -0.61 1.57
C: -0.46 -0.25 2.15
O: 1.76 -1.00 2.62
H: 0.21 -1.36 -0.36
H: 0.12 -2.54 0.95
H: 1.69 -2.18 0.32
H: 1.35 0.22 1.05
H: -1.04 -1.13 2.45
H: -1.05 0.25 1.39
H: -0.33 0.40 3.02
H: 2.47 -1.48 2.18
C: 1.31 -5.16 2.65
C: 1.44 -6.64 2.35
C: 0.34 -7.46 2.98
O: 1.45 -6.81 0.91
H: 1.17 -5.07 3.73
H: 0.43 -4.76 2.16
H: 2.27 -4.66 2.50
H: 2.42 -7.01 2.69
H: 0.50 -8.53 2.79
H: -0.65 -7.21 2.58
H: 0.38 -7.40 4.07
H: 0.71 -7.39 0.69
C: -2.20 -4.57 4.26
C: -2.88 -3.31 4.83
C: -4.08 -2.83 4.01
O: -3.23 -3.51 6.22
H: -1.19 -4.41 3.91
H: -2.74 -4.91 3.36
H: -2.31 -5.46 4.88
H: -2.12 -2.53 4.79
H: -3.95 -3.06 2.95
H: -4.14 -1.74 4.03
H: -5.07 -3.21 4.30
H: -3.78 -4.29 6.25
C: 3.33 -6.72 -2.43
C: 3.91 -5.61 -1.54
C: 3.03 -4.37 -1.64
O: 3.91 -6.06 -0.18
H: 2.26 -6.82 -2.23
H: 3.76 -7.68 -2.14
H: 3.56 -6.53 -3.48
H: 4.93 -5.47 -1.88
H: 3.41 -3.59 -0.98
H: 2.00 -4.59 -1.34
H: 3.06 -3.97 -2.66
H: 2.97 -6.12 0.05
C: 2.76 1.90 -0.96
C: 2.97 2.09 -2.47
C: 2.52 3.45 -2.98
O: 4.36 1.85 -2.73
H: 1.80 1.38 -0.79
H: 2.70 2.84 -0.41
H: 3.47 1.19 -0.56
H: 2.41 1.30 -2.97
H: 1.62 3.73 -2.41
H: 2.13 3.43 -3.99
H: 3.27 4.24 -2.85
H: 4.88 2.23 -2.01
C: -1.80 -5.26 0.04
C: -2.72 -4.87 -1.11
C: -2.78 -5.85 -2.24
O: -4.07 -4.70 -0.61
H: -0.90 -4.66 0.15
H: -1.58 -6.34 0.05
H: -2.34 -5.22 0.99
H: -2.41 -3.90 -1.51
H: -3.52 -5.48 -2.95
H: -3.18 -6.82 -1.93
H: -1.81 -6.00 -2.73
H: -4.32 -5.57 -0.26

Atom charges from the Mulliken analysis, given in e for atoms 1 to 5: number 1, C, carries -0.22; number 2, O, carries 0.40; number 3, C, carries -0.16; number 4, C, carries -0.72; number 5, N, carries -0.36

***

Q: Among the records above, which one has the highest max |F|?
A: C48H123N11O4

***

Q: Which value of max |F| does entry 2 give?
A: 1.7 eV Å⁻¹